Entry 1:
The following is a quantum chemistry calculation of an isolated molecule of C6H14, from OMol25.

Structure (ORCA input):
```
! wB97M-V def2-TZVPD RIJCOSX def2/J DEFGRID3
* xyz 0 1
C -2.19210 -1.37274 -0.42047
C -1.44076 -0.19662 0.24899
C 0.04458 -0.15979 -0.09931
C 0.26109 0.68920 -1.35141
C 0.84240 0.42405 1.09259
C 2.35176 0.58774 0.80986
H -2.01879 -1.35638 -1.49669
H -1.84173 -2.32075 -0.03150
H -3.26734 -1.25236 -0.31356
H -1.62080 -0.31719 1.32209
H -1.93541 0.71428 -0.07697
H 0.43514 -1.17086 -0.25003
H -0.44467 0.46247 -2.14961
H 1.28303 0.60554 -1.73033
H 0.10925 1.74413 -1.09841
H 0.41288 1.38130 1.36217
H 0.75479 -0.30596 1.89797
H 2.93103 0.31024 1.69258
H 2.69298 -0.07181 0.01834
H 2.64266 1.60554 0.57370
*
```

The total energy is -237.00114 hartree. Its HOMO energy is -10.748 eV. The LUMO energy comes out at 1.23 eV. The HOMO-LUMO gap is 0.440 Eh. As for the SMILES: CCC(C)CC.

Entry 2:
The following is a quantum chemistry calculation of an isolated molecule of C14H23NO2, from OMol25.

Structure (ORCA input):
```
! wB97M-V def2-TZVPD RIJCOSX def2/J DEFGRID3
* xyz 0 1
O 3.32140 -2.26387 -0.07466
C 2.75572 -1.54667 1.12207
C 1.16891 -1.79233 1.24685
C 0.25924 -1.37021 2.31675
C -1.13491 -2.03748 2.17797
C -2.12206 -1.53151 1.02029
C -2.18615 -0.10430 0.76837
C -2.87078 0.18903 -0.60811
C -2.91189 1.68895 -0.90914
C -1.65480 2.53544 -0.85208
O -0.83537 2.07637 -2.04317
C 0.53474 1.93671 -1.82628
C 1.31960 1.42753 -2.87267
C 2.64437 0.87502 -2.44523
C 3.12241 1.05673 -1.13517
C 2.27891 1.64896 -0.31134
N 0.99494 1.96943 -0.49254
H 3.06861 -1.63001 -0.81809
H 3.01738 -2.15293 1.97349
H 3.16121 -0.55370 1.16313
H 0.97312 -2.78689 0.91235
H 0.83599 -1.08885 0.33956
H 0.53791 -1.67818 3.35325
H -0.10691 -0.23103 2.42594
H -1.60742 -2.07858 3.16276
H -0.64101 -3.22807 1.97974
H -1.66879 -1.93414 0.02599
H -3.20280 -2.09968 0.93277
H -1.19045 0.40721 0.70684
H -2.85725 0.45921 1.49695
H -2.12697 -0.31267 -1.31903
H -3.97667 -0.31848 -1.10903
H -3.47300 2.18645 -0.06269
H -3.57026 1.92443 -1.79872
H -0.83975 2.39416 -0.07163
H -2.03193 3.62017 -1.05660
H 1.01057 1.55263 -3.90112
H 3.13244 0.43908 -3.20169
H 4.16590 1.00152 -0.92438
H 2.70579 1.35056 0.70828
*
```

The total energy is -752.26711 hartree. Its HOMO energy is -9.077 eV. The LUMO energy comes out at 0.33 eV. The HOMO-LUMO gap is 0.346 Eh. As for the SMILES: OCCCCCCCCCOc1ccccn1.

Entry 3:
The following is a quantum chemistry calculation of a cluster of 16 separate species, C32H84F12N2O22S4 in total, from OMol25.

Structure (ORCA input):
```
! wB97M-V def2-TZVPD RIJCOSX def2/J DEFGRID3
* xyz -2 1
C -8.21284 8.93475 5.91566
F -8.51177 9.58896 4.78311
F -7.67045 9.80924 6.75622
F -9.39563 8.48757 6.41908
S -6.96914 7.46703 5.60074
O -7.12839 6.58293 6.74071
O -7.50873 6.90387 4.35162
N -5.45516 8.29951 5.34625
S -4.73985 8.23387 6.74742
O -3.50055 9.00567 6.59995
O -5.49230 8.64499 7.91126
C -4.16339 6.34116 7.00494
F -2.81869 6.24599 7.10746
F -4.69057 5.86355 8.13083
F -4.60909 5.57380 5.98437
C 0.90716 -0.07063 3.52972
F 2.12320 0.53658 3.61984
F 0.98758 -1.34573 3.75370
F 0.11623 0.39377 4.46409
S 0.08874 0.11691 1.74356
O -0.92162 -0.93720 1.77164
O -0.43532 1.47460 1.69090
N 1.39015 -0.28553 0.65211
S 0.74318 0.22096 -0.58279
O -0.57481 -0.39057 -0.88441
O 0.77719 1.67766 -0.74562
C 1.87768 -0.51136 -1.96505
F 1.31049 -0.22235 -3.13786
F 3.09067 -0.02869 -1.99524
F 1.89538 -1.83720 -1.78622
C -6.42390 -0.42519 6.76546
C -7.78095 -0.52647 7.44325
O -8.49342 -1.53917 6.85398
H -5.75568 0.26668 7.27821
H -6.47233 -0.00357 5.76148
H -5.79803 -1.31717 6.79331
H -8.37455 0.38121 7.33432
H -7.72549 -0.73016 8.51261
H -9.39659 -1.52675 7.17914
C -5.33472 4.02156 -0.50679
C -4.31214 5.14813 -0.65892
O -3.87442 5.62292 0.58285
H -5.79103 3.70851 -1.44587
H -6.11689 4.36707 0.16918
H -4.93356 3.10828 -0.06738
H -4.74216 6.02667 -1.13991
H -3.44948 4.74071 -1.18613
H -3.56014 4.78354 0.92678
C -1.35358 -3.72224 -9.76643
C -2.83069 -3.67712 -10.20798
O -3.00596 -2.40935 -10.84562
H -0.99435 -2.79554 -9.31891
H -0.75641 -3.73593 -10.67819
H -1.06420 -4.57518 -9.15255
H -3.54720 -3.76370 -9.39114
H -3.13038 -4.49067 -10.86860
H -3.91318 -2.41259 -11.15953
C -4.34299 -8.10776 4.72807
C -4.74119 -6.66630 5.14416
O -6.10082 -6.63849 5.37105
H -4.99537 -8.35715 3.89123
H -4.51697 -8.84349 5.51326
H -3.31660 -8.16779 4.36606
H -4.40896 -5.95579 4.38726
H -4.16287 -6.44880 6.04212
H -6.32010 -5.71751 5.53018
C -3.32552 -5.99623 -1.82450
C -2.53287 -6.15877 -3.11966
O -2.29992 -7.51719 -3.45830
H -3.36477 -4.98681 -1.41509
H -3.04412 -6.74516 -1.08420
H -4.33564 -6.29467 -2.10501
H -1.57359 -5.64536 -3.05410
H -3.05530 -5.66087 -3.93652
H -3.19543 -7.84151 -3.57861
C 7.77468 -5.70213 -2.22165
C 8.01617 -7.21994 -2.33398
O 9.15033 -7.53057 -1.56563
H 6.89737 -5.35201 -2.76557
H 8.62779 -5.14585 -2.61004
H 7.67995 -5.46472 -1.16205
H 8.19265 -7.46931 -3.38029
H 7.09497 -7.65407 -1.94536
H 9.42482 -8.43590 -1.72886
C -2.03335 -0.53699 12.09315
C -0.93630 -1.58349 12.19706
O -1.18973 -2.31854 13.37845
H -2.04504 0.14406 12.94411
H -3.00420 -1.00386 11.92711
H -1.80545 0.03993 11.19686
H 0.04514 -1.12022 12.29835
H -0.98003 -2.24648 11.33298
H -1.97300 -2.82980 13.16239
C -5.25320 1.29026 -6.78772
C -3.76466 0.95932 -6.52283
O -2.99764 1.28731 -7.64681
H -5.65245 0.60032 -7.53113
H -5.35475 2.27047 -7.25356
H -5.88626 1.17489 -5.90791
H -3.62408 -0.11533 -6.40690
H -3.38454 1.48771 -5.64852
H -3.18907 0.65357 -8.34204
C 3.25153 4.62032 -8.09836
C 4.61670 3.90383 -8.27942
O 5.25836 4.40510 -9.42647
H 2.77418 4.23456 -7.19757
H 2.59625 4.45510 -8.95359
H 3.35186 5.70196 -8.00836
H 4.39740 2.83700 -8.32292
H 5.31175 3.99880 -7.44516
H 6.10531 3.96114 -9.51117
C 8.74889 0.74626 0.38543
C 7.51562 0.14521 1.10828
O 6.46515 1.08380 0.93132
H 9.48561 -0.04080 0.54633
H 9.12984 1.59787 0.94910
H 8.51977 0.89517 -0.66976
H 7.69974 -0.07091 2.16066
H 7.27506 -0.80936 0.64028
H 5.63468 0.62667 1.08282
C 6.44075 -4.95335 -9.30976
C 5.32119 -5.53292 -8.47019
O 5.43772 -6.92745 -8.36826
H 6.25167 -3.92318 -9.61161
H 6.61521 -5.48632 -10.24442
H 7.41814 -4.97890 -8.82793
H 4.36028 -5.32467 -8.94069
H 5.35949 -4.97813 -7.53272
H 4.90408 -7.25963 -7.64267
C 6.60111 6.95722 -3.42645
C 5.73249 6.13052 -2.43369
O 6.42514 5.81333 -1.27675
H 6.14208 7.30673 -4.35123
H 7.39791 6.32540 -3.81890
H 7.06518 7.83751 -2.98168
H 5.44486 5.20616 -2.93462
H 4.89303 6.74304 -2.10470
H 6.19050 4.96015 -0.90444
C 2.00453 7.16992 3.33687
C 1.41613 7.96323 2.20411
O 0.43038 8.79896 2.78777
H 2.92706 6.74544 2.94082
H 1.40105 6.33239 3.68681
H 2.29844 7.82974 4.15317
H 1.01875 7.30261 1.43354
H 2.15460 8.63241 1.76256
H 0.94591 9.40050 3.32999
C 2.99042 -7.14065 2.75713
C 2.55439 -5.90129 1.98052
O 3.44112 -4.81660 2.14538
H 3.02952 -6.99094 3.83609
H 3.97236 -7.53350 2.49336
H 2.39401 -8.03397 2.57177
H 1.53844 -5.61266 2.25002
H 2.51397 -6.07724 0.90558
H 3.05541 -4.00312 1.81212
*
```

The total energy is -5825.32775 hartree. Its HOMO energy is -5.355 eV. The LUMO energy comes out at 2.41 eV. The HOMO-LUMO gap is 0.285 Eh.